Record 1
Molecular formula: CHCl2PS
Method: DFT, wB97M-V/def2-TZVPD

Each line ends with the Löwdin charge.
Geometry (Å):
C (-0.172, -0.695, -0.082)  -1.12
P (3.203, 0.374, -0.758)  0.13
S (4.103, -1.233, -0.255)  -0.07
Cl (0.507, -0.505, 1.466)  0.53
Cl (-0.053, -2.264, -0.774)  0.51
H (-0.757, -0.113, -0.819)  0.02

molar mass: 147.0 g/mol
2S+1: 1
net charge: 0
gap between HOMO and LUMO (spin up / spin down): 7.16 / 6.03 eV
E_HOMO (spin up / spin down): -8.378 / -7.537 eV

Record 2
Molecular formula: CHCl3FV2
Method: DFT, wB97M-V/def2-TZVPD

Each line ends with the Löwdin spin population.
Geometry (Å):
V (0.449, 1.374, 2.155)  2.93
V (-0.725, -1.604, 2.205)  2.94
F (0.140, -0.194, 1.650)  0.14
C (0.119, 0.101, -1.112)  0.00
Cl (0.807, -0.673, -2.517)  0.00
Cl (-1.276, -0.886, -0.612)  -0.01
Cl (-0.388, 1.831, -1.442)  0.00
H (0.873, 0.051, -0.326)  0.00

molar mass: 240.3 g/mol
2S+1: 7
net charge: +3
gap between HOMO and LUMO (spin up / spin down): 5.44 / 5.58 eV
E_HOMO (spin up / spin down): -21.496 / -21.501 eV

Record 3
Molecular formula: CHCl3NOP
Method: DFT, wB97M-V/def2-TZVPD

Each line ends with the Löwdin charge.
Geometry (Å):
O (0.861, -1.402, 0.921)  -0.08
C (1.363, -0.727, 0.062)  -0.47
N (0.746, 0.413, -0.473)  -0.23
P (-0.753, 0.539, -0.154)  -0.50
Cl (-1.797, -1.078, 0.091)  0.43
Cl (-1.838, 1.503, -1.507)  0.33
Cl (-0.988, 1.708, 1.370)  0.39
H (2.405, -0.955, -0.311)  0.13

molar mass: 180.4 g/mol
2S+1: 1
net charge: 0
gap between HOMO and LUMO: 10.40 eV
E_HOMO: -10.120 eV

Record 4
Molecular formula: CHCl3S
Method: DFT, wB97M-V/def2-TZVPD

Each line ends with the Löwdin charge.
Geometry (Å):
Cl (1.629, 1.833, 1.011)  0.09
S (1.310, -0.073, 0.531)  0.27
C (-0.464, -0.267, -0.221)  -1.46
Cl (-1.494, -1.242, 0.721)  0.55
Cl (-0.206, -1.188, -1.779)  0.45
H (-0.774, 0.937, -0.263)  0.10

molar mass: 151.4 g/mol
2S+1: 1
net charge: 0
gap between HOMO and LUMO: 9.27 eV
E_HOMO: -9.393 eV

Record 5
Molecular formula: CHCl5Si
Method: DFT, wB97M-V/def2-TZVPD

Each line ends with the Löwdin charge.
Geometry (Å):
C (-1.616, 0.007, -0.303)  -1.61
Si (3.445, 0.070, 0.101)  -0.16
Cl (-3.239, -0.841, -0.111)  0.45
Cl (-0.356, -0.866, 0.395)  0.56
Cl (-1.385, 0.278, -1.955)  0.59
Cl (2.522, 1.867, 0.587)  0.06
Cl (2.587, -1.397, 1.113)  0.13
H (-1.958, 0.883, 0.172)  -0.01

molar mass: 218.4 g/mol
2S+1: 1
net charge: 0
gap between HOMO and LUMO: 8.72 eV
E_HOMO: -9.507 eV

Record 6
Molecular formula: CHClF2O2
Method: DFT, wB97M-V/def2-TZVPD

Each line ends with the Löwdin charge.
Geometry (Å):
C (0.553, 0.715, -0.123)  -0.89
O (-1.151, -1.401, -0.126)  -0.15
O (-1.188, -0.051, -0.380)  -0.18
F (0.431, 1.411, 0.956)  0.13
F (0.750, 1.444, -1.177)  0.14
Cl (1.498, -0.669, 0.026)  0.87
H (-0.894, -1.447, 0.823)  0.08

molar mass: 118.5 g/mol
2S+1: 1
net charge: 0
gap between HOMO and LUMO: 10.37 eV
E_HOMO: -9.920 eV

Record 7
Molecular formula: CHClF2OS
Method: DFT, wB97M-V/def2-TZVPD

Each line ends with the Löwdin charge.
Geometry (Å):
F (1.706, 0.713, 0.932)  -0.04
C (0.789, 0.249, -0.007)  -0.77
F (1.335, 0.633, -1.175)  0.01
Cl (0.796, -1.510, 0.027)  0.67
H (-0.060, 0.823, 0.310)  0.09
O (-2.036, 0.238, 0.057)  -0.70
S (-2.531, -1.146, -0.144)  0.74

molar mass: 134.5 g/mol
2S+1: 1
net charge: 0
gap between HOMO and LUMO (spin up / spin down): 7.78 / 7.73 eV
E_HOMO (spin up / spin down): -9.715 / -9.677 eV

Record 8
Molecular formula: CHClFI
Method: DFT, wB97M-V/def2-TZVPD

Each line ends with the Löwdin charge.
Geometry (Å):
C (-0.080, -0.027, -0.063)  -1.25
F (-0.162, -0.006, -1.400)  -0.16
Cl (-0.263, 1.601, 0.688)  0.48
I (1.793, -1.034, 0.301)  0.77
H (-1.287, -0.534, 0.473)  0.16

molar mass: 194.4 g/mol
2S+1: 1
net charge: 0
gap between HOMO and LUMO: 9.80 eV
E_HOMO: -10.190 eV

Record 9
Molecular formula: CHClINO
Method: DFT, wB97M-V/def2-TZVPD

Each line ends with the Löwdin charge.
Geometry (Å):
C (0.243, -0.478, -0.275)  -0.80
N (0.707, 0.185, -1.162)  -0.22
O (0.695, 1.164, -1.841)  0.02
Cl (1.013, -1.828, 0.512)  0.59
I (-1.988, 0.199, 1.071)  0.70
H (-0.670, 0.757, 1.695)  -0.29

molar mass: 205.4 g/mol
2S+1: 1
net charge: 0
gap between HOMO and LUMO (spin up / spin down): 8.13 / 8.14 eV
E_HOMO (spin up / spin down): -9.002 / -9.010 eV

Record 10
Molecular formula: CHClN2O
Method: DFT, wB97M-V/def2-TZVPD

Each line ends with the Löwdin charge.
Geometry (Å):
C (1.085, 0.353, 0.046)  -0.79
N (-1.732, -0.722, -0.091)  -0.01
N (-0.739, -1.352, -0.021)  0.04
O (0.390, 1.297, 0.032)  -0.02
Cl (2.719, 0.128, -0.051)  0.72
H (-1.723, 0.297, 0.084)  0.06

molar mass: 92.5 g/mol
2S+1: 1
net charge: 0
gap between HOMO and LUMO (spin up / spin down): 8.07 / 8.87 eV
E_HOMO (spin up / spin down): -8.499 / -8.587 eV

Record 11
Molecular formula: CHClN4O
Method: DFT, wB97M-V/def2-TZVPD

Each line ends with the Löwdin charge.
Geometry (Å):
O (1.453, -0.765, 0.022)  -0.01
C (0.400, 0.108, 0.135)  -0.99
Cl (1.037, 1.673, 0.810)  0.68
N (-0.617, -0.343, 1.084)  0.04
N (-1.703, -0.182, 0.566)  0.04
N (-1.510, 0.368, -0.805)  0.05
N (-0.317, 0.496, -1.017)  0.02
H (1.257, -1.354, -0.795)  0.17

molar mass: 120.5 g/mol
2S+1: 1
net charge: 0
gap between HOMO and LUMO: 9.34 eV
E_HOMO: -10.998 eV

Record 12
Molecular formula: CHClNOP
Method: DFT, wB97M-V/def2-TZVPD

Each line ends with the Löwdin spin population.
Geometry (Å):
C (-2.525, -0.230, -0.035)  0.06
N (-1.373, 0.048, 0.285)  0.19
O (-3.584, -0.483, -0.413)  0.05
P (-0.366, -1.007, 1.167)  1.14
Cl (0.078, -2.113, -0.510)  0.41
H (0.926, -0.399, 1.056)  0.15

molar mass: 109.5 g/mol
2S+1: 3
net charge: 0
gap between HOMO and LUMO (spin up / spin down): 6.27 / 7.40 eV
E_HOMO (spin up / spin down): -5.753 / -10.995 eV

Repeat the fourth record exactly.
Molecular formula: CHCl3S
Method: DFT, wB97M-V/def2-TZVPD

Each line ends with the Löwdin charge.
Geometry (Å):
Cl (1.629, 1.833, 1.011)  0.09
S (1.310, -0.073, 0.531)  0.27
C (-0.464, -0.267, -0.221)  -1.46
Cl (-1.494, -1.242, 0.721)  0.55
Cl (-0.206, -1.188, -1.779)  0.45
H (-0.774, 0.937, -0.263)  0.10

molar mass: 151.4 g/mol
2S+1: 1
net charge: 0
gap between HOMO and LUMO: 9.27 eV
E_HOMO: -9.393 eV